Record 1
C5H9NO | ωB97M-V with the def2-TZVPD basis set

highest occupied orbital energy (spin up / spin down)	-8.97 / -8.26	eV

```
16
Properties=species:S:1:pos:R:3:mulliken_charge:R:1
C 0.2377 -0.5741 1.6738 -1.37
C 1.0703 -0.1245 0.4917 0.63
N 1.7496 -1.0874 -0.1542 -0.76
C 0.0353 0.1024 -0.8817 -0.01
C -1.2366 -0.4665 -1.0497 -0.84
C -0.9953 1.3098 -0.7326 0.03
O -1.0048 2.1971 -1.5662 -0.54
H -0.1926 -1.5583 1.4714 0.39
H 0.8927 -0.6621 2.5468 0.35
H -0.5558 0.1394 1.9220 0.28
H 1.5245 0.8649 0.6414 0.38
H 2.5092 -0.6598 -0.6895 0.26
H 0.6169 0.2716 -1.7827 0.31
H -1.8689 -0.6803 -0.1924 0.28
H -1.5517 -0.8938 -1.9989 0.30
H -1.3822 1.4223 0.2933 0.32
```

Record 2
C2H3N4 | ωB97M-V with the def2-TZVPD basis set

charge	+1
highest occupied orbital energy (spin up / spin down)	-15.58 / -15.28	eV

```
9
Properties=species:S:1:pos:R:3:mulliken_charge:R:1
C -1.6950 -0.1254 -0.0127 0.36
C -0.4432 -0.9812 0.0718 -0.07
N -2.8710 -0.2513 -0.0409 -0.22
N -0.6974 0.8271 -0.2736 -0.47
N 0.3568 0.1947 0.0430 0.99
N 1.6040 0.5272 0.1198 -0.60
H -0.4834 -1.6276 -0.8254 0.27
H 1.8660 1.5523 0.2725 0.36
H 2.3632 -0.1158 0.6457 0.39
```